{
  "formula": "C5H11NO",
  "method": "ωB97M-V/def2-TZVPD",
  "multiplicity": 1,
  "e_homo_ev": -9.509,
  "relative_energy_kj_mol": 119.7,
  "lumo_energy_ev": 0.91,
  "energy_ha": -327.0857,
  "symbols": ["C", "C", "C", "C", "O", "N", "C", "H", "H", "H", "H", "H", "H", "H", "H", "H", "H", "H"],
  "coordinates": [[2.128259, -0.905664, -1.148069], [0.565954, -0.796163, -1.437274], [-0.434593, -0.883098, -0.347006], [-0.185369, -0.049984, 0.896550], [0.582022, -0.414584, 1.729329], [-0.840413, 1.202413, 0.881668], [-1.773265, 1.741809, -0.060113], [2.714087, -0.925353, -2.035829], [2.479734, 0.003502, -0.642777], [2.390742, -1.875601, -0.661651], [0.348462, -1.531843, -2.271379], [0.416067, 0.168100, -1.981712], [-1.540426, -0.714064, -0.691040], [-0.330343, -1.847754, 0.097713], [-0.873594, 1.617871, 1.825681], [-2.846397, 1.346905, 0.025825], [-1.797768, 2.800845, -0.066298], [-1.539763, 1.215775, -1.029370]],
  "forces_ev_per_angstrom": [[-1.4689, -0.3126, 0.9424], [1.7035, 0.7245, -3.1830], [-2.0596, -0.1774, 0.8505], [-1.2914, 2.0360, -2.8804], [0.5966, -0.0393, 1.6657], [0.7769, -0.3511, 2.7385], [-1.5255, -3.5402, -1.6563], [-0.0055, 0.0288, -1.2365], [-0.0869, -0.6134, 0.5343], [-0.2614, 1.0179, 0.2618], [-0.0292, 0.4374, 1.1689], [0.2275, -0.3750, 0.3997], [2.1271, -0.6229, 0.3385], [-0.4338, -1.1083, 0.0582], [0.2493, -0.2471, -0.8361], [1.0495, 0.6802, 0.6500], [0.3005, 0.8858, -0.2910], [0.1315, 1.5766, 0.4750]]
}